DFT (ωB97M-V with the def2-TZVPD basis set) results for an isolated ion of composition C20H47N6O3Si and charge +1 in a non-equilibrium geometry.

Calculated values
structure (SMILES) = C=CC[C@@]1(CCO)C[N@+](CN)(CCO[Si](C)(C)C)[C@](CC)(CN)[C@H](CC(N)(N)N)O1
lowest unoccupied orbital energy = -0.090 hartree
frontier orbital gap = 8.68 eV
strongest force on any atom = 3.32 eV Å⁻¹
total charge = +1

Last column: Löwdin charge in e.
Cartesian coordinates (Å):
C: 2.00218 0.29454 4.55412  0.01
C: 1.95434 -0.51340 3.42836  -0.15
C: 2.74341 -0.30733 2.10181  -0.11
C: 1.89220 0.55591 1.03334  -0.39
C: 2.08962 2.05630 1.52736  -0.07
C: 3.56774 2.58897 1.36441  -0.24
O: 3.69481 3.72687 0.49490  -0.07
C: 2.45087 0.31719 -0.43105  -0.03
N: 1.40303 -0.08994 -1.43232  -0.11
C: 2.11126 -0.43396 -2.74526  -0.18
N: 3.44357 -1.04564 -2.62399  0.04
C: 0.69608 1.17549 -1.84963  -0.08
C: -0.45464 1.81029 -1.03185  -0.22
O: -1.35505 2.42343 -2.00587  -0.25
Si: -2.86206 2.84515 -1.27705  0.48
C: -3.66987 4.35899 -2.12073  -0.18
C: -2.70605 3.29674 0.58373  -0.18
C: -4.12705 1.40660 -1.40522  -0.18
C: 0.50915 -1.20414 -0.92058  -0.23
C: 1.40075 -2.55801 -0.92364  -0.17
C: 0.76326 -3.84207 -0.28922  -0.09
C: -0.65070 -1.65010 -1.88144  -0.19
N: -1.63223 -0.66093 -2.35668  0.03
C: 0.10079 -1.02029 0.62062  -0.18
C: -1.43266 -1.10830 0.96234  -0.04
C: -2.02836 -2.44989 1.51483  -0.60
N: -3.08364 -2.03526 2.51654  0.04
N: -2.79758 -3.27077 0.55104  0.08
N: -1.11260 -3.34426 2.24075  0.07
O: 0.53553 0.22117 1.22969  -0.10
H: 1.01331 0.59662 4.99620  0.08
H: 2.92110 0.71246 5.02455  0.07
H: 1.28249 -1.41393 3.47251  0.10
H: 3.79340 0.05565 2.21919  0.12
H: 2.82751 -1.33599 1.62646  0.11
H: 1.84290 2.12368 2.62505  0.12
H: 1.41316 2.78291 1.01442  0.11
H: 3.94869 2.89991 2.37961  0.13
H: 4.26935 1.76121 1.03951  0.12
H: 4.29335 3.43799 -0.20732  0.08
H: 3.22921 -0.47641 -0.25854  0.13
H: 3.04177 1.19161 -0.82583  0.15
H: 2.29748 0.49416 -3.36068  0.15
H: 1.49869 -1.08540 -3.41253  0.14
H: 4.11613 -0.28089 -2.59187  0.09
H: 3.63182 -1.64957 -3.42301  0.10
H: 1.43920 2.00025 -2.04886  0.16
H: 0.24795 0.97259 -2.86679  0.13
H: -1.09932 1.13245 -0.41948  0.09
H: -0.17065 2.66541 -0.35290  0.11
H: -3.25143 5.28728 -1.63941  0.04
H: -4.76664 4.35365 -1.89854  0.04
H: -3.46301 4.32173 -3.22033  0.04
H: -1.92798 4.10662 0.72605  0.05
H: -3.67409 3.71903 0.97011  0.05
H: -2.39347 2.39888 1.19058  0.03
H: -3.67965 0.44957 -1.01436  0.00
H: -4.34532 1.27470 -2.50130  0.04
H: -5.09397 1.67093 -0.90738  0.05
H: 1.63031 -2.88314 -1.98293  0.11
H: 2.39689 -2.41135 -0.43879  0.11
H: 1.37055 -4.71680 -0.67412  0.10
H: -0.29131 -4.08195 -0.52886  0.06
H: 0.98895 -3.83274 0.81290  0.07
H: -1.27041 -2.44679 -1.37981  0.11
H: -0.22801 -2.18488 -2.78594  0.13
H: -1.47304 -0.47961 -3.34731  0.09
H: -2.58555 -1.02861 -2.31120  0.08
H: 0.61390 -1.77139 1.29295  0.12
H: -2.11965 -0.75234 0.13955  0.10
H: -1.62643 -0.34982 1.77954  0.13
H: -3.72180 -2.82706 2.64323  0.07
H: -2.66003 -1.89306 3.43459  0.07
H: -3.09786 -2.73342 -0.25594  0.07
H: -2.31020 -4.12680 0.30314  0.07
H: -0.78526 -2.92994 3.11418  0.08
H: -1.51921 -4.26071 2.42034  0.09



DFT (ωB97M-V with the def2-TZVPD basis set) results for one molecule with the formula C2H6N4 in a non-equilibrium geometry.

Calculated values
structure (SMILES) = CN(N)N=C=N
lowest unoccupied orbital energy = 0.033 hartree
frontier orbital gap = 9.56 eV
strongest force on any atom = 3.06 eV Å⁻¹
total charge = 0

Last column: natural (NBO) charge in e.
Cartesian coordinates (Å):
C: 1.63123 0.86394 -0.11395  -0.42
C: -1.65349 0.02952 0.11381  0.61
N: 0.41678 -1.23892 0.03848  -0.75
N: -0.65916 0.74038 0.29389  -0.39
N: 0.56658 0.13406 0.55200  -0.11
N: -2.78836 -0.29555 -0.22748  -0.70
H: 0.02272 -1.88320 0.71745  0.39
H: 0.34584 -1.35373 -0.97488  0.37
H: -3.57252 -0.15678 0.39068  0.39
H: 1.52257 0.88343 -1.20544  0.17
H: 2.57078 0.38897 0.15928  0.21
H: 1.59703 1.88787 0.25616  0.22



DFT (ωB97M-V with the def2-TZVPD basis set) results for one molecule with the formula C4H6N4O in a non-equilibrium geometry.

Calculated values
structure (SMILES) = [H]/N=N/C(=C)/N=C\C(N)=O
lowest unoccupied orbital energy = -0.001 hartree
frontier orbital gap = 9.11 eV
strongest force on any atom = 3.07 eV Å⁻¹
total charge = 0

Last column: natural (NBO) charge in e.
Cartesian coordinates (Å):
C: 0.93803 0.64090 -1.04218  0.62
C: -0.28598 -0.02332 1.02511  0.17
N: 0.17243 0.09678 -2.02105  -0.82
C: 0.15842 1.78922 -0.21211  0.07
C: 0.59922 -0.54762 1.89871  -0.37
N: -1.49568 -0.66532 0.72711  -0.14
N: -0.40143 1.39715 0.83354  -0.39
N: -1.42747 -1.79550 0.20482  -0.33
O: 2.14045 0.53535 -0.98212  -0.58
H: -0.82354 0.00833 -1.90929  0.40
H: 0.61700 -0.55874 -2.64578  0.40
H: -2.38192 -2.17654 0.12684  0.32
H: 0.25443 2.83453 -0.48425  0.21
H: 0.68228 -1.61647 2.00566  0.22
H: 1.25378 0.08125 2.47500  0.22



DFT (ωB97M-V with the def2-TZVPD basis set) results for a 2-piece molecular cluster, C3H8ClFN2 overall in a non-equilibrium geometry.

Calculated values
lowest unoccupied orbital energy = 0.028 hartree
frontier orbital gap = 9.62 eV
strongest force on any atom = 8.04 eV Å⁻¹
total charge = 0

Last column: natural (NBO) charge in e.
Cartesian coordinates (Å):
C: -0.49839 1.25275 -0.23907  -0.30
C: -0.95991 -0.00103 0.28054  0.37
C: -0.28731 -1.33484 -0.35435  -0.27
H: 1.11187 0.86225 1.08168  0.38
H: 1.70144 2.11367 0.03081  0.41
H: -0.89509 1.94116 0.49981  0.21
H: -0.61337 1.23838 -1.28803  0.23
H: -0.28664 -1.15421 -1.40820  0.16
H: -0.86369 -2.16135 -0.09361  0.20
H: 1.48997 -2.03533 -0.79389  0.30
H: 1.39414 -0.30125 0.27738  0.38
N: 0.92081 1.26118 0.06521  -0.89
N: 1.04014 -1.37821 0.35323  -0.81
F: -0.52977 -0.20625 1.43123  -0.31
Cl: -2.72420 -0.09693 0.15728  -0.06



DFT (ωB97M-V with the def2-TZVPD basis set) results for a 2-piece molecular cluster, C10H18ClNOSi overall in a non-equilibrium geometry.

Calculated values
lowest unoccupied orbital energy = -0.037 hartree
frontier orbital gap = 7.36 eV
strongest force on any atom = 4.73 eV Å⁻¹
total charge = 0

Last column: natural (NBO) charge in e.
Cartesian coordinates (Å):
C: 1.89430 -0.15680 5.52637  -0.26
C: 0.53693 -0.64799 5.61240  -0.22
C: 2.06197 0.39043 4.30898  -0.04
C: -0.08024 -0.27907 4.47876  -0.07
C: 1.40574 0.05111 -2.70325  -1.05
C: -0.84734 -2.23331 -2.85601  -1.06
C: -1.77525 0.66215 -2.78295  -1.14
C: -0.65243 0.64432 0.51974  -0.10
C: -0.42926 -0.65382 -0.24310  -0.87
C: 0.67587 0.60805 2.36779  0.53
N: 0.82533 0.39105 3.66282  -0.39
O: -0.52597 0.52779 1.89873  -0.43
Si: -0.43129 -0.44534 -2.17335  1.57
Cl: 2.77429 2.41770 0.78847  -0.80
H: 2.76489 -0.19483 6.19676  0.25
H: 0.05068 -1.06557 6.51732  0.24
H: 3.00896 0.89045 3.93805  0.27
H: -1.10004 -0.26504 4.01705  0.25
H: 2.07637 -0.20349 -1.98898  0.24
H: 1.75039 -0.16339 -3.70668  0.24
H: 1.40872 1.14249 -2.77489  0.24
H: -1.86700 -2.47148 -3.04290  0.23
H: -0.35132 -2.43667 -3.68682  0.22
H: -0.43971 -2.97042 -2.17691  0.22
H: -1.84678 0.76149 -3.89297  0.26
H: -2.86238 0.41201 -2.48403  0.25
H: -1.51663 1.61133 -2.45380  0.23
H: -1.63054 0.98855 0.40829  0.20
H: 0.10494 1.44480 0.13545  0.23
H: 0.59300 -0.99640 0.11631  0.24
H: -1.31642 -1.36471 0.03658  0.24
H: 1.56806 1.21009 1.76571  0.29



DFT (ωB97M-V with the def2-TZVPD basis set) results for C38H40HfN3O2PS3Se2Te as an isolated structure in a non-equilibrium geometry.

Calculated values
lowest unoccupied orbital energy = -0.216 hartree
frontier orbital gap = 6.98 eV
strongest force on any atom = 1.95 eV Å⁻¹
total charge = +2

Last column: Löwdin charge in e.
Cartesian coordinates (Å):
Hf: 0.14088 -1.08670 0.36602  1.31
C: 3.80379 1.24329 2.43100  -0.34
Se: 1.87701 0.96581 2.23138  0.75
C: 1.31126 1.79159 3.96176  -0.47
C: 0.59788 0.76069 4.81409  -0.49
Se: -0.73500 -0.26764 3.75991  0.94
C: -2.35387 0.33643 4.69268  -0.33
H: 4.00297 2.31229 2.43923  0.04
H: 4.28549 0.78635 1.57094  -0.02
H: 4.16310 0.77864 3.34763  0.04
H: 0.67579 2.64912 3.73248  0.06
H: 2.22359 2.15237 4.44134  0.08
H: 0.06776 1.21942 5.64985  0.08
H: 1.30884 0.02635 5.19750  0.07
H: -2.30133 0.01043 5.72962  0.04
H: -3.21070 -0.13140 4.21398  0.01
H: -2.43066 1.41869 4.62944  0.03
C: -3.67186 0.66078 0.72320  -0.06
C: -3.36574 -0.71455 1.17591  -0.61
N: -2.16699 -1.25184 1.26126  -0.07
C: -2.22750 -2.51267 1.83268  -0.38
C: -3.49469 -2.92722 2.13381  -0.30
S: -4.64670 -1.73179 1.73379  1.16
C: -1.02680 -3.26147 2.17111  -0.40
C: -1.00826 -4.55878 2.59767  -0.30
S: 0.56913 -5.03094 3.05274  1.17
C: 1.13891 -3.45348 2.65710  -0.60
N: 0.21194 -2.64897 2.18343  -0.11
C: 2.54884 -3.07391 2.88552  -0.10
H: -2.78211 1.16387 0.35056  0.03
H: -4.07824 1.23108 1.55934  0.10
H: -4.43289 0.65515 -0.05596  0.10
H: -3.79151 -3.84263 2.60309  0.09
H: -1.83094 -5.24205 2.65101  0.09
H: 2.92539 -3.57456 3.77622  0.09
H: 2.63866 -1.99254 3.00932  0.05
H: 3.18181 -3.38457 2.04581  0.06
Te: 2.86416 -1.18287 -0.15930  0.98
C: 2.87230 -2.63270 -1.70305  -0.95
C: 3.16565 -2.42732 -3.01265  -0.24
C: 3.17175 -3.62253 -3.76449  -0.18
C: 2.89462 -4.72005 -3.01989  -0.39
S: 2.62782 -4.31598 -1.36905  0.95
H: 3.36372 -1.45580 -3.42872  0.11
H: 3.37991 -3.65816 -4.81707  0.12
H: 2.84516 -5.74263 -3.33601  0.08
C: -2.21660 5.15718 1.36882  -0.05
C: -1.69658 4.12849 2.13935  -0.06
C: -1.18233 3.00606 1.52054  -0.14
C: -1.16752 2.91410 0.13191  -0.39
C: -1.73039 3.92636 -0.63893  -0.05
C: -2.25573 5.04504 -0.01344  -0.04
P: -0.28306 1.49930 -0.61142  1.01
C: 1.29309 2.29187 -1.08233  -0.39
C: 2.03214 1.78002 -2.15332  -0.13
C: 3.26172 2.33623 -2.46436  -0.06
C: 3.77833 3.37468 -1.70425  -0.05
C: 3.05203 3.87681 -0.63614  -0.06
C: 1.81786 3.33674 -0.31845  -0.11
C: -1.18447 1.23397 -2.17871  -0.37
C: -2.13685 0.21437 -2.20635  -0.15
C: -2.85694 -0.03605 -3.35993  -0.06
C: -2.62543 0.72151 -4.49832  -0.05
C: -1.66366 1.71748 -4.48311  -0.04
C: -0.94806 1.98350 -3.32790  -0.09
H: -2.59261 6.04984 1.84313  0.12
H: -1.67874 4.21882 3.21404  0.11
H: -0.78369 2.18139 2.10184  0.03
H: -1.76010 3.83975 -1.71507  0.11
H: -2.67732 5.84425 -0.60660  0.12
H: 1.63521 0.98234 -2.76746  0.08
H: 3.81619 1.95675 -3.30902  0.11
H: 4.74797 3.78617 -1.93760  0.11
H: 3.44038 4.69157 -0.04294  0.11
H: 1.26778 3.74726 0.51750  0.10
H: -2.29864 -0.40266 -1.32030  0.07
H: -3.59037 -0.82888 -3.37667  0.11
H: -3.18629 0.52082 -5.39686  0.12
H: -1.45621 2.27703 -5.38223  0.12
H: -0.19242 2.75575 -3.32601  0.12
O: 0.62881 -0.51402 -3.97216  0.11
C: 0.19776 -1.46653 -3.38764  -0.46
C: -0.23841 -2.78870 -3.99047  -0.04
C: -0.67385 -3.62507 -2.79441  -0.04
C: -0.40812 -2.69908 -1.64675  -0.52
O: -0.56909 -2.95210 -0.41932  -0.11
N: 0.03678 -1.51075 -1.99475  0.04
H: 0.59926 -3.23816 -4.52372  0.12
H: -1.02976 -2.60700 -4.71594  0.13
H: -0.09520 -4.54152 -2.67509  0.12
H: -1.72921 -3.90154 -2.80537  0.14